Molecular formula: C39H73N8O10S2
Method: DFT, the ωB97M-V functional and the def2-TZVPD basis

Geometry as XYZ:
```
132
Properties=species:S:1:pos:R:3:forces:R:3:mulliken_charge:R:1
C 2.02510 1.56344 3.35357 -0.851 -0.097 1.087 -0.524
C 1.19873 1.48356 2.46880 0.509 -0.548 -0.931 -1.553
C 0.29418 1.19281 1.26851 -0.964 0.786 1.257 -0.374
C -0.97581 2.18532 1.40291 -0.167 -0.887 1.060 -0.092
S -1.70896 1.78427 3.08187 -0.252 -0.305 -0.386 -0.171
C -3.53471 1.60677 2.88991 -1.063 -0.584 -0.076 -0.018
C -3.97172 0.64890 1.71660 -0.154 0.591 -1.791 0.147
O -4.04338 1.12535 0.58962 0.396 -0.478 1.629 -0.453
O -4.29146 -0.70117 1.87342 0.119 1.580 0.771 -0.292
C -5.72731 -0.84406 2.06148 -0.650 -0.617 -0.149 -0.878
C -6.57257 -0.80118 0.73103 -1.410 1.188 0.513 1.330
C -8.02965 -0.21803 1.09254 0.495 -0.064 -0.239 -1.324
O -6.73768 -2.11563 0.10227 0.257 1.240 -1.377 -0.442
C -6.44666 -1.92500 -1.28003 0.964 -0.352 -0.528 0.586
O -5.30646 -2.03592 -1.66750 -1.500 0.100 0.577 -0.481
C -7.56550 -1.54386 -2.33295 0.581 -0.867 0.307 -0.510
S -7.90315 0.27825 -2.46158 -0.104 0.293 0.191 -0.155
N -0.44624 3.56504 1.50597 0.290 -0.797 -3.568 0.667
C -1.50499 4.60098 1.53799 -0.462 1.532 -0.090 -2.059
C -2.45268 4.64469 0.26754 0.560 0.573 -0.125 2.790
C -3.32988 5.97145 0.36351 0.058 -0.335 -0.283 -0.876
C -4.89871 5.72392 0.33218 0.400 1.890 0.624 -0.561
O -5.31421 4.43400 0.85179 -0.313 -0.157 -2.438 -0.313
C -5.98297 3.78969 -0.23987 -1.105 -0.822 -0.613 0.600
C -5.17413 3.28598 -1.49417 0.681 0.622 0.059 -0.491
O -7.18462 3.65627 -0.23493 1.659 0.130 0.599 -0.570
C 0.45776 3.74360 0.36354 -1.627 -0.920 1.965 -1.707
N 1.30191 4.77674 0.42747 0.645 -0.243 -0.888 0.111
N 0.40310 2.73482 -0.64325 1.876 2.029 1.592 1.280
C 0.89957 3.16451 -1.96248 1.213 2.235 -1.610 -0.608
C 0.26279 4.54846 -2.46829 -1.218 0.076 -0.024 0.218
C -1.14477 4.46305 -3.23279 1.127 -0.407 -0.411 -1.341
N 0.83728 5.69273 -2.33100 -1.080 -1.476 -0.247 -0.668
C 0.83863 1.37886 -0.18885 -1.910 -3.639 -1.169 1.341
C -0.10340 0.34615 -1.02540 -0.910 0.167 0.676 -1.051
C 2.31987 0.94791 -0.53699 1.608 0.433 -0.839 0.511
C 2.51277 0.26679 -1.99498 0.923 0.270 0.517 -1.523
C 3.06280 -0.06732 0.42675 0.368 -0.174 0.681 -0.767
C 2.32049 -1.44894 0.68857 1.580 -0.351 -0.120 -0.582
H 2.53874 1.60087 4.34841 -0.716 -0.118 -1.809 0.768
H -0.15663 0.15855 1.41053 0.912 1.241 -0.274 0.840
H -1.74586 2.03010 0.59496 0.867 0.117 0.760 0.100
H -3.94098 1.19276 3.86802 0.833 0.566 -1.057 0.426
H -3.98864 2.62366 2.70575 0.313 -1.233 0.009 0.241
H -6.07040 -0.02478 2.76083 0.159 -0.852 -0.782 0.447
H -5.89781 -1.85061 2.56478 0.281 1.305 -0.663 0.296
H -6.15367 -0.12075 -0.06554 0.081 -0.606 1.329 -0.379
H -8.28013 -0.34060 2.18837 0.214 -0.042 -1.229 0.392
H -8.77239 -0.77429 0.45090 0.684 0.776 0.816 0.337
H -8.06325 0.89115 0.84700 -0.023 -1.354 0.305 0.252
H -7.16934 -1.86630 -3.34215 -0.323 0.367 1.325 0.379
H -8.54058 -2.08441 -2.16131 1.008 0.800 0.116 0.372
H -7.00846 0.97548 -1.67345 -0.339 -1.115 -0.373 0.059
H -0.98708 5.61299 1.61937 -0.577 -1.232 -0.040 0.461
H -2.14310 4.50996 2.46442 0.914 -0.215 -0.865 0.360
H -3.05245 3.69731 0.16395 0.429 1.104 0.292 -0.405
H -1.82521 4.74466 -0.67405 -0.558 -0.317 1.143 -1.020
H -3.05044 6.64286 -0.51199 -0.471 -0.755 1.074 0.272
H -3.03993 6.55568 1.29113 -0.444 -0.784 -0.941 0.499
H -5.36538 6.50816 1.01456 0.423 -1.038 -0.929 0.396
H -5.29616 5.94111 -0.70703 0.363 -0.565 1.175 0.326
H -5.86674 3.16784 -2.38212 0.702 0.347 1.224 0.437
H -4.36826 4.05350 -1.72415 -0.922 -0.979 0.053 0.200
H -4.65111 2.29906 -1.33719 -0.640 1.075 0.231 0.014
H 1.06107 5.76708 0.43029 -0.126 -0.632 0.502 0.323
H 2.31417 4.54914 0.45025 -0.528 0.222 -0.662 0.353
H 0.65985 2.45621 -2.81700 0.250 0.414 1.631 0.463
H 2.02025 3.35905 -1.93212 -1.295 -0.463 -0.193 0.481
H -0.89087 4.56702 -4.33991 -0.396 -0.187 1.320 0.419
H -1.64365 3.45645 -3.10263 0.375 1.258 0.022 0.258
H -1.81241 5.33434 -2.96957 0.672 -1.080 -0.108 0.410
H 0.17715 6.36926 -2.75788 0.718 -0.048 0.201 0.314
H 0.22968 -0.72319 -0.89740 -0.167 1.290 -0.251 0.334
H -1.16721 0.38500 -0.61206 1.293 0.059 -0.564 -0.009
H -0.18090 0.60222 -2.11437 0.302 -0.317 1.024 0.333
H 2.95562 1.89733 -0.59316 -0.715 -1.114 0.376 0.028
H 2.14241 -0.80102 -2.02212 0.140 1.354 -0.130 0.313
H 2.15617 0.90769 -2.84446 0.073 -0.863 0.767 0.184
H 3.64371 0.18878 -2.12370 -1.432 0.174 0.110 0.514
H 4.04139 -0.33746 -0.09371 -1.274 0.461 0.575 0.547
H 3.40196 0.38622 1.41305 -0.789 -0.303 -1.343 0.226
H 2.60592 -2.15018 -0.17688 -1.108 1.012 1.340 -0.122
H 2.81494 -1.90766 1.60804 -0.838 0.552 -1.048 0.354
H 1.21398 -1.38147 0.86412 1.172 -0.170 -0.251 0.189
C 3.99152 -4.89050 -1.98851 -0.043 0.066 -0.043 -1.569
C 2.60648 -4.65986 -1.44570 -0.256 0.043 0.075 0.862
O 2.00698 -3.60064 -1.61588 0.046 -0.011 -0.182 -0.699
N 2.02254 -5.66584 -0.75104 0.257 0.342 -0.292 -0.119
C 2.56201 -6.97589 -0.44714 -0.436 0.018 0.286 -0.714
H 4.32599 -3.99952 -2.51948 -0.126 -0.048 0.086 0.314
H 4.68763 -5.08605 -1.17069 0.036 -0.155 -0.121 0.438
H 3.98639 -5.72732 -2.68944 0.229 -0.029 0.096 0.493
H 1.09627 -5.43986 -0.41828 0.088 -0.057 0.030 0.239
H 1.89269 -7.72892 -0.86977 0.199 -0.155 0.006 0.289
H 2.58974 -7.09220 0.63913 0.131 -0.141 -0.030 0.137
H 3.56154 -7.11340 -0.85099 -0.097 0.100 -0.034 0.311
C 1.09385 -8.21796 5.25045 0.003 0.084 0.102 -1.369
C 1.47770 -8.09978 3.79847 0.167 0.268 -0.319 0.910
O 1.91442 -7.05871 3.32562 -0.059 -0.080 0.034 -0.635
N 1.32536 -9.19698 3.00969 -0.023 0.253 0.358 -0.096
C 0.82936 -10.50718 3.38118 0.147 0.052 -0.531 -0.855
H 1.27067 -7.26579 5.74891 0.028 -0.062 -0.186 0.293
H 0.03393 -8.46335 5.34054 0.080 -0.135 0.098 0.355
H 1.70163 -8.98169 5.73929 -0.170 -0.054 0.039 0.349
H 1.60232 -9.04380 2.05123 -0.027 -0.061 0.082 0.161
H 1.60651 -11.24373 3.16701 -0.162 -0.166 0.150 0.286
H -0.04868 -10.72940 2.77111 -0.033 -0.207 0.180 0.288
H 0.56098 -10.56121 4.43273 0.049 0.094 -0.078 0.335
C 4.24123 4.01811 4.03985 0.028 -0.125 -0.070 -0.747
C 4.50778 4.73398 2.73918 0.059 0.144 -0.256 0.736
O 4.20179 4.24733 1.65116 -0.316 0.045 -0.050 -0.729
N 5.10240 5.95067 2.79545 -0.317 -0.523 0.039 -0.167
C 5.53368 6.68546 3.96880 0.129 0.262 -0.405 -0.873
H 3.76454 3.06170 3.83226 0.229 0.376 -0.164 -0.489
H 5.17839 3.82875 4.56686 -0.086 0.123 0.111 0.475
H 3.56967 4.61278 4.66232 0.134 -0.027 0.108 0.414
H 5.24836 6.36877 1.88774 0.052 -0.006 0.088 0.248
H 5.01075 7.64359 3.98685 0.100 0.002 0.236 0.292
H 6.60675 6.86772 3.88587 -0.039 0.064 0.244 0.295
H 5.32951 6.14538 4.88924 -0.018 -0.025 -0.131 0.346
C 7.34180 -4.69182 -6.04365 0.109 -0.060 -0.005 -1.325
C 6.00471 -4.93780 -5.39425 -0.213 -0.317 0.245 0.853
O 5.77917 -5.94202 -4.73427 0.050 0.105 -0.046 -0.631
N 5.03349 -3.99892 -5.56143 0.357 -0.153 -0.006 -0.140
C 5.10651 -2.75504 -6.30029 -0.481 -0.134 0.243 -0.840
H 8.00892 -5.52372 -5.82190 -0.189 0.039 0.047 0.306
H 7.22652 -4.62099 -7.12692 0.088 0.152 0.040 0.370
H 7.78856 -3.77660 -5.65027 0.006 0.031 -0.180 0.345
H 4.16652 -4.23130 -5.09885 0.047 0.044 -0.076 0.206
H 4.89790 -1.93236 -5.61255 0.088 0.164 -0.203 0.241
H 4.34048 -2.77051 -7.07855 0.135 0.224 -0.096 0.302
H 6.08133 -2.60554 -6.75664 -0.052 -0.094 0.072 0.331
```
Forces are in eV/Å.

Charge = +1
HOMO energy = -0.393 Eh
DFT total energy = -3516.2301 a.u.
Kohn-Sham gap = 7.211 eV


Molecular formula: C16H27NO3
Method: DFT, the ωB97M-V functional and the def2-TZVPD basis

Geometry as XYZ:
```
47
Properties=species:S:1:pos:R:3:forces:R:3:mulliken_charge:R:1
O -3.75957 -4.16721 3.12678 0.028 0.043 -0.065 -0.563
C -3.49126 -3.04935 3.48278 -0.220 -0.670 -0.037 0.214
O -3.95807 -2.52055 4.62516 -0.045 0.437 0.352 -0.440
C -2.62397 -2.09717 2.76306 0.223 0.131 -0.239 -0.283
C -2.07616 -2.41217 1.59077 -0.419 -0.135 0.260 -0.565
C -1.24478 -1.49228 0.76644 0.044 0.085 0.231 0.778
O -1.33698 -1.46952 -0.44746 -0.178 -0.190 -0.212 -0.614
N -0.40741 -0.70159 1.46412 0.117 0.107 0.149 0.049
C 0.46017 0.27054 0.83436 0.390 0.470 0.067 2.146
C 1.93250 -0.05955 1.09270 -0.158 -0.236 -0.206 -1.321
C 2.37158 -1.38128 0.45310 -0.089 0.076 -0.034 -0.932
C 2.05489 -1.57676 -1.03568 0.204 0.033 0.023 -0.358
C 2.73984 -0.61480 -2.01462 -0.113 0.056 0.086 -1.102
C 2.07481 0.74984 -2.22512 -0.080 -0.254 -0.145 -0.148
C 0.69219 0.67492 -2.87483 0.092 0.263 0.059 -0.187
C 0.00017 2.03875 -2.98396 0.050 -0.018 0.100 -1.251
C -0.31410 2.71834 -1.64660 -0.136 -0.142 -0.158 -0.534
C -1.39807 2.00284 -0.83145 0.113 0.133 0.113 -0.509
C -1.25466 2.16381 0.68729 0.037 -0.065 -0.046 -1.048
C 0.08153 1.68873 1.27403 -0.171 -0.113 -0.261 -1.264
H -4.52841 -3.15806 5.08226 0.133 -0.097 -0.273 0.349
H -2.49180 -1.14034 3.24708 0.087 0.145 -0.070 0.428
H -2.30281 -3.36871 1.13829 -0.005 -0.067 -0.009 0.391
H -0.35635 -0.79216 2.46662 -0.044 -0.104 -0.055 0.448
H 0.27530 0.18070 -0.23253 -0.004 -0.015 0.030 -1.496
H 2.54771 0.75255 0.70533 -0.005 0.103 0.048 0.449
H 2.11273 -0.11486 2.17070 0.032 0.098 0.054 0.445
H 1.89341 -2.20295 0.99399 0.083 -0.035 0.055 0.383
H 3.45036 -1.48186 0.59909 0.014 -0.091 0.048 0.485
H 0.97749 -1.57181 -1.19201 -0.082 -0.076 -0.031 0.149
H 2.39478 -2.58615 -1.28371 -0.086 -0.017 -0.009 0.342
H 3.76830 -0.45136 -1.68051 0.094 -0.051 -0.060 0.373
H 2.79148 -1.11075 -2.98737 0.091 0.007 -0.038 0.429
H 2.72699 1.34337 -2.87300 -0.004 0.104 0.064 0.498
H 2.01022 1.27237 -1.27429 0.037 0.136 0.084 -0.126
H 0.04843 -0.01541 -2.33091 -0.062 -0.127 0.033 0.060
H 0.80328 0.26839 -3.88334 -0.017 -0.094 -0.004 0.517
H 0.64048 2.70808 -3.56524 -0.035 0.009 -0.101 0.413
H -0.93159 1.91002 -3.53954 -0.025 0.063 -0.087 0.356
H -0.63680 3.74258 -1.84898 0.071 0.044 0.074 0.451
H 0.60524 2.79118 -1.06863 0.081 0.087 0.051 0.205
H -1.41546 0.94186 -1.07606 -0.039 -0.070 -0.030 0.189
H -2.37652 2.39612 -1.11665 -0.029 -0.062 -0.049 0.515
H -1.38425 3.21599 0.95302 -0.087 0.006 0.069 0.489
H -2.06648 1.60363 1.15819 -0.059 0.070 0.081 0.343
H 0.02438 1.73169 2.36546 0.094 0.021 0.055 0.407
H 0.87726 2.37033 0.97187 0.080 0.001 0.035 0.439
```
Forces are in eV/Å.

HOMO energy = -0.363 Eh
ΔE to the lowest compared entry with this formula, charge and spin = 14.2 kcal/mol
DFT total energy = -906.3809 a.u.
SMILES = O=C(O)/C=C/C(=O)NC1CCCCCCCCCCC1
Kohn-Sham gap = 9.755 eV


Molecular formula: C6H9N
Method: DFT, the ωB97M-V functional and the def2-TZVPD basis

Geometry as XYZ:
```
16
Properties=species:S:1:pos:R:3:forces:R:3:mulliken_charge:R:1
C -0.87424 1.66802 0.49805 -0.061 0.058 0.016 -1.256
C -0.53328 0.21932 0.35555 -0.157 -0.118 0.087 0.934
C -1.03827 -0.85265 1.00166 0.239 0.194 -0.019 -0.717
C -0.28034 -2.02887 0.51943 0.587 -0.236 0.079 -0.411
N 0.50987 -1.59215 -0.62504 -0.102 0.536 -0.503 -0.687
C 0.46762 -0.30136 -0.57957 0.054 -0.186 -0.298 0.477
C 1.43477 0.52879 -1.35688 -0.004 0.063 -0.180 -1.210
H -1.67669 1.81241 1.22625 0.115 0.003 -0.090 0.335
H -1.20102 2.08810 -0.46070 0.050 -0.043 0.142 0.292
H -0.00355 2.24973 0.82581 -0.132 -0.097 -0.047 0.277
H -1.84876 -0.85803 1.72631 0.316 -0.022 -0.041 0.417
H -0.72945 -3.02387 0.52440 -0.045 0.259 -0.434 0.370
H 0.71480 -2.11287 1.00355 -0.670 -0.476 1.390 0.235
H 0.91089 1.21536 -2.02664 0.106 0.028 -0.009 0.299
H 2.07237 -0.14056 -1.93736 -0.084 0.156 -0.009 0.354
H 2.07528 1.12864 -0.69481 -0.211 -0.119 -0.083 0.291
```
Forces are in eV/Å.

HOMO energy = -0.336 Eh
ΔE to the lowest compared entry with this formula, charge and spin = 26.9 kcal/mol
DFT total energy = -288.7392 a.u.
SMILES = CC1=CCN=C1C
Kohn-Sham gap = 10.129 eV


Molecular formula: CH4F3NO2SSi
Method: DFT, the ωB97M-V functional and the def2-TZVPD basis

Geometry as XYZ:
```
13
Properties=species:S:1:pos:R:3:forces:R:3:mulliken_charge:R:1
C 4.07722 -0.30527 -0.21319 0.170 1.517 -0.015 0.121
N -1.25535 -1.53091 0.52607 -2.096 6.889 1.929 -0.407
O -1.87646 1.00136 0.50713 -1.003 -1.844 0.316 -0.247
O -2.60576 -0.54208 -1.36191 0.002 -0.237 -1.456 -0.508
F 3.35326 -0.13713 0.85098 -0.230 0.148 0.370 -0.063
F 0.49522 0.46304 -0.47932 -0.952 1.888 0.323 -0.252
F 4.06897 -1.55350 -0.41521 0.029 -1.652 -0.352 -0.057
Si -0.61346 1.69463 -0.23003 2.121 0.041 -0.492 0.445
S -2.56550 -0.49987 0.06033 0.903 -0.011 1.774 0.679
H -0.84196 -1.23409 1.38667 0.360 -0.523 0.246 0.247
H -1.15565 -2.35349 0.13698 0.646 -4.982 -2.287 0.194
H -0.92544 2.25384 -1.60217 0.206 -0.258 0.828 -0.069
H -0.15510 2.74348 0.83366 -0.156 -0.976 -1.185 -0.083
```
Forces are in eV/Å.

HOMO energy = -0.369 Eh
ΔE to the lowest compared entry with this formula, charge and spin = 8.8 kcal/mol
DFT total energy = -1232.9861 a.u.
Kohn-Sham gap = 10.497 eV


Q: Among the records above, which one has the highest Kohn-Sham gap?
A: CH4F3NO2SSi


Q: Which value of HOMO energy does entry 3 give?
A: -0.336 Eh


Q: Look up the Kohn-Sham gap of the first one.
A: 7.211 eV